1.
This record from the OMol25 dataset describes 4 unconnected molecules or ions with the total composition C12H27O7P at a distorted geometry. The level of theory is ωB97M-V with the def2-TZVPD basis set.

The geometry in XYZ format:
```
47
C12H27O7P | the OMol25 dataset | ωB97M-V with the def2-TZVPD basis set
C 60.598 -39.941 19.134
O 61.443 -39.268 19.957
P 60.917 -38.439 21.262
O 61.658 -37.171 21.091
O 59.327 -38.153 21.167
C 58.460 -37.714 22.396
O 61.379 -39.093 22.675
C 61.794 -38.318 23.820
H 59.637 -39.662 19.606
H 60.559 -41.081 19.320
H 60.824 -39.751 18.052
H 57.408 -37.639 22.022
H 58.810 -36.758 22.795
H 58.750 -38.297 23.255
H 61.245 -38.760 24.730
H 61.706 -37.226 23.573
H 62.971 -38.576 23.983
C 58.664 -39.628 31.716
C 59.173 -38.214 31.880
C 59.429 -37.414 30.692
O 59.498 -37.652 32.941
H 59.153 -40.268 30.938
H 57.709 -39.551 31.446
H 58.651 -40.131 32.772
H 60.456 -37.313 30.311
H 59.341 -36.254 31.063
H 58.756 -37.782 30.050
C 60.857 -45.447 26.249
C 60.140 -46.074 27.383
C 60.682 -45.911 28.734
O 59.166 -46.750 27.190
H 60.666 -46.045 25.464
H 61.815 -45.294 26.225
H 60.741 -44.433 26.198
H 60.103 -46.482 29.493
H 60.525 -44.824 29.028
H 61.732 -46.072 28.942
C 61.940 -40.938 29.485
C 62.203 -41.450 28.165
C 62.782 -40.525 27.089
O 62.207 -42.716 27.867
H 61.369 -41.654 30.119
H 61.245 -40.029 29.591
H 62.768 -40.456 29.867
H 63.918 -40.157 27.204
H 62.074 -39.534 27.051
H 62.845 -40.885 26.129
```

Results
HOMO-LUMO gap (eV): 9.5
SMILES string: COP(=O)(OC)OC.CC(C)=O.CC(C)=O.CC(C)=O
Maximum force (eV Å⁻¹): 6.8
Multiplicity: 1

2.
This record from the OMol25 dataset describes a single C2H6N4 molecule at a distorted geometry. The level of theory is ωB97M-V with the def2-TZVPD basis set.

The geometry in XYZ format:
```
12
C2H6N4 | the OMol25 dataset | ωB97M-V with the def2-TZVPD basis set
N -1.932 -0.124 0.432
N -0.979 0.177 -0.518
N -0.334 1.497 -0.218
C 0.905 1.213 0.036
C 1.230 -0.274 0.184
N 0.048 -0.843 -0.547
H -1.460 -0.691 1.036
H -2.691 -0.617 0.022
H 1.609 1.919 0.195
H 2.040 -0.555 -0.407
H 1.195 -0.574 1.243
H 0.368 -1.129 -1.459
```

Results
HOMO-LUMO gap (eV): 9.8
SMILES string: NN1N=CCN1
Maximum force (eV Å⁻¹): 4.1
Multiplicity: 1

| no. | highest occupied orbital energy (eV) |
| --- | --- |
| 1 | -9.5 |
| 2 | -8.9 |